C4H8O4 | the ωB97M-V functional and the def2-TZVPD basis

Output
DFT total energy = -12465.207 eV
SMILES string = C[C@@H](O)OC(=O)CO
LUMO = 0.443 eV
gap between HOMO and LUMO = 10.251 eV
relative energy (zero: lowest compared OMol25 entry of this formula, charge and spin) = 91.1 kcal/mol
2S+1 = 1

Each line ends with the natural charge from an NBO analysis.
Element x y z (Å)
C  -0.898  -1.677  -1.024  -0.67
C  -0.551  -0.255  -1.543  0.49
O  -1.624  0.530  -1.780  -0.66
O  0.269  0.493  -0.183  -0.78
C  1.321  1.067  0.559  0.80
O  2.259  1.679  0.067  -0.57
C  0.902  0.930  2.042  -0.15
O  0.260  -0.253  2.201  -0.73
H  -0.101  -2.357  -1.177  0.23
H  -1.953  -2.132  -1.374  0.25
H  -0.884  -1.455  0.050  0.23
H  0.344  -0.195  -2.178  0.19
H  -1.281  1.437  -1.751  0.51
H  0.207  1.717  2.255  0.19
H  1.863  0.927  2.584  0.20
H  -0.132  -0.455  1.252  0.48



C51H53F6N5O4 | the ωB97M-V functional and the def2-TZVPD basis

Output
DFT total energy = -85690.778 eV
LUMO = -0.701 eV
gap between HOMO and LUMO = 5.807 eV
relative energy (zero: lowest compared OMol25 entry of this formula, charge and spin) = 0.0 kcal/mol
2S+1 = 1

Each line ends with the Löwdin charge.
Element x y z (Å)
C  1.940  -1.613  2.976  -0.04
C  1.831  -1.994  1.500  -0.38
C  1.550  -3.481  1.306  -0.05
C  3.037  -1.494  0.717  -0.13
C  4.175  -2.282  0.549  -0.01
C  5.343  -1.710  0.047  -0.05
C  5.389  -0.351  -0.255  -0.03
C  4.267  0.461  -0.114  -0.12
C  4.387  1.957  -0.418  -0.39
C  4.481  2.227  -1.917  -0.06
C  5.526  2.620  0.363  -0.06
C  3.069  -0.150  0.287  -0.08
N  1.863  0.634  0.363  0.06
N  1.834  1.753  1.114  0.20
N  0.611  2.282  0.924  0.08
C  0.255  3.549  1.506  -0.10
C  -0.143  4.624  0.685  -0.12
C  0.112  4.622  -0.824  -0.37
C  1.509  5.147  -1.163  -0.04
C  -0.992  5.331  -1.608  -0.06
C  -0.724  5.741  1.288  -0.01
C  -0.791  5.835  2.679  -0.04
C  -0.253  4.826  3.477  -0.02
C  0.305  3.681  2.900  -0.12
C  0.860  2.583  3.805  -0.38
C  -0.246  1.654  4.301  -0.04
C  1.711  3.129  4.953  -0.06
C  -0.142  1.482  0.051  -0.07
C  -1.488  1.901  -0.311  -0.13
C  -2.353  2.389  0.688  0.06
C  -3.594  2.899  0.349  -0.09
C  -4.470  3.445  1.446  -0.50
F  -5.022  4.650  1.099  0.12
F  -5.492  2.586  1.751  0.13
F  -3.762  3.658  2.606  0.10
C  -4.032  2.913  -0.973  0.07
C  -3.187  2.407  -1.958  -0.10
C  -3.604  2.527  -3.402  -0.50
F  -2.723  1.939  -4.263  0.12
F  -4.833  1.966  -3.615  0.13
F  -3.692  3.852  -3.767  0.11
C  -1.964  1.852  -1.645  0.06
C  0.639  0.451  -0.296  -0.06
C  0.456  -0.639  -1.299  -0.12
H  2.194  -0.550  3.080  0.07
H  0.988  -1.791  3.490  0.08
H  2.727  -2.204  3.463  0.09
H  0.970  -1.448  1.105  0.08
H  1.560  -3.738  0.238  0.09
H  2.294  -4.094  1.831  0.08
H  0.557  -3.732  1.706  0.08
H  4.151  -3.341  0.818  0.12
H  6.229  -2.330  -0.098  0.11
H  6.321  0.091  -0.615  0.12
H  3.462  2.411  -0.055  0.09
H  3.625  1.775  -2.435  0.08
H  4.473  3.307  -2.115  0.08
H  5.401  1.800  -2.338  0.08
H  5.365  2.477  1.438  0.09
H  6.500  2.196  0.088  0.08
H  5.546  3.700  0.168  0.08
H  0.090  3.574  -1.141  0.11
H  2.279  4.570  -0.630  0.07
H  1.699  5.055  -2.241  0.09
H  1.613  6.201  -0.872  0.09
H  -1.977  5.089  -1.193  0.08
H  -0.860  6.420  -1.588  0.08
H  -0.985  4.995  -2.653  0.09
H  -1.102  6.551  0.660  0.12
H  -1.245  6.713  3.144  0.11
H  -0.269  4.910  4.567  0.12
H  1.541  1.998  3.177  0.09
H  -0.649  1.041  3.481  0.07
H  0.142  0.972  5.070  0.08
H  -1.072  2.236  4.737  0.09
H  2.532  3.736  4.561  0.09
H  1.121  3.744  5.640  0.07
H  2.139  2.291  5.513  0.08
H  -2.037  2.371  1.729  0.13
H  -5.008  3.309  -1.229  0.14
H  -1.345  1.411  -2.419  0.14
H  0.706  -0.209  -2.300  0.15
H  1.206  -1.443  -1.115  0.14
C  -4.042  -6.983  1.673  -0.10
C  -2.951  -6.642  2.476  -0.09
C  -2.569  -5.306  2.612  -0.04
C  -3.284  -4.301  1.945  -0.21
C  -2.808  -2.891  2.059  -0.14
O  -2.446  -2.485  0.722  0.02
C  -1.715  -1.330  0.713  -0.51
N  -1.785  -0.706  -0.517  0.03
N  -0.782  -1.155  -1.318  -0.11
C  -1.347  -1.840  -2.462  -0.45
O  -2.482  -1.661  -2.858  0.10
O  -0.475  -2.712  -3.035  0.02
C  -1.237  -3.544  -3.949  -0.12
C  -0.413  -4.661  -4.522  -0.20
C  0.847  -4.435  -5.086  -0.03
C  1.476  -5.470  -5.794  -0.09
C  0.856  -6.717  -5.926  -0.10
C  -0.345  -6.976  -5.255  -0.08
C  -0.971  -5.947  -4.546  -0.04
O  -1.125  -0.911  1.729  0.02
C  -4.356  -4.638  1.108  -0.03
C  -4.748  -5.976  1.002  -0.08
H  -4.342  -8.025  1.574  0.10
H  -2.395  -7.403  3.020  0.10
H  -1.716  -5.001  3.223  0.11
H  -3.591  -2.200  2.431  0.14
H  -1.922  -2.806  2.699  0.11
H  -2.080  -3.962  -3.379  0.13
H  -1.636  -2.888  -4.740  0.14
H  1.316  -3.451  -4.993  0.12
H  2.445  -5.280  -6.256  0.10
H  1.313  -7.492  -6.539  0.10
H  -0.809  -7.963  -5.293  0.10
H  -1.920  -6.101  -4.028  0.11
H  -4.869  -3.847  0.550  0.12
H  -5.615  -6.224  0.392  0.10



C21H36AgNO14S | the ωB97M-V functional and the def2-TZVPD basis

Output
DFT total energy = -67347.417 eV
⟨S²⟩ = 0.756
LUMO (spin up / spin down) = 2.144 / 2.142 eV
gap between HOMO and LUMO (spin up / spin down) = 4.952 / 4.926 eV
relative energy (zero: lowest compared OMol25 entry of this formula, charge and spin) = 0.0 kcal/mol
2S+1 = 2
charge = -1

Each line ends with the Löwdin charge.
Element x y z (Å)
Ag  22.803  3.339  -21.106  0.87
C  26.123  3.422  -21.126  -0.03
C  25.873  2.615  -22.432  -0.48
C  26.281  1.182  -22.038  -0.15
C  26.093  0.186  -23.154  -0.19
C  24.678  0.240  -23.705  -0.14
C  24.216  1.667  -24.087  -0.44
N  24.503  2.580  -22.964  -0.09
O  23.926  3.851  -23.066  -0.11
C  22.678  1.617  -24.302  -0.04
C  24.860  2.073  -25.469  -0.02
C  26.905  3.170  -23.406  -0.05
H  25.651  4.393  -21.294  0.08
H  27.184  3.577  -20.945  0.08
H  25.691  3.026  -20.206  0.08
H  25.694  0.904  -21.159  0.12
H  27.316  1.087  -21.702  0.12
H  26.337  -0.843  -22.882  0.11
H  26.717  0.443  -24.014  0.09
H  23.954  -0.406  -23.205  0.11
H  24.776  -0.309  -24.650  0.11
H  22.246  0.859  -24.962  0.09
H  22.488  2.621  -24.681  0.08
H  22.107  1.321  -23.420  0.08
H  24.163  1.683  -26.215  0.07
H  25.817  1.588  -25.654  0.06
H  24.889  3.142  -25.675  0.08
H  27.195  2.547  -24.253  0.06
H  27.835  3.607  -23.040  0.08
H  26.474  4.064  -23.872  0.09
S  21.878  3.172  -18.518  0.17
O  21.032  3.128  -19.749  -0.49
O  21.641  4.438  -17.798  -0.42
O  21.502  1.973  -17.773  -0.42
O  23.265  3.121  -19.007  -0.48
C  17.692  2.102  -25.415  -0.03
C  19.008  2.867  -25.379  -0.31
C  18.895  4.394  -25.123  -0.13
O  19.738  4.726  -24.086  0.08
C  20.142  3.613  -23.490  -0.54
O  20.878  3.610  -22.561  0.14
O  19.659  2.537  -24.162  0.06
H  17.779  1.021  -25.506  0.08
H  17.047  2.410  -26.242  0.08
H  17.184  2.361  -24.485  0.09
H  19.653  2.561  -26.207  0.15
H  17.818  4.558  -25.032  0.13
H  19.217  4.861  -26.056  0.13
C  19.890  7.883  -23.995  -0.02
C  21.179  8.073  -23.140  -0.30
C  21.088  8.752  -21.804  -0.11
O  21.359  7.766  -20.821  0.10
C  21.665  6.605  -21.429  -0.52
O  22.038  5.626  -20.867  0.15
O  21.549  6.769  -22.761  0.07
H  19.450  8.822  -24.334  0.08
H  19.095  7.305  -23.524  0.08
H  20.229  7.271  -24.831  0.07
H  21.889  8.522  -23.837  0.15
H  20.098  9.169  -21.595  0.13
H  21.680  9.655  -21.640  0.13
C  21.156  -2.691  -18.614  -0.02
C  22.042  -2.276  -19.805  -0.34
C  21.145  -1.992  -21.008  -0.10
O  21.570  -0.649  -21.314  0.05
C  22.652  -0.274  -20.544  -0.53
O  23.120  0.814  -20.584  0.13
O  22.829  -1.146  -19.558  0.13
H  20.372  -3.356  -18.975  0.08
H  20.727  -1.792  -18.166  0.10
H  21.714  -3.155  -17.801  0.08
H  22.713  -3.078  -20.124  0.14
H  20.111  -1.868  -20.682  0.12
H  21.136  -2.819  -21.718  0.13